[1]
Molecular formula: C3H10N3O
Method: DFT, ωB97M-V/def2-TZVPD

Computed properties:
Energy relative to the best compared isomer or geometry (same formula, charge and spin)   318.1 kJ/mol
HOMO-LUMO gap   8.260 eV
Net charge   +1

```
17
Properties=species:S:1:pos:R:3:forces:R:3
O -2.959 -2.224 -0.203 0.182 0.142 -0.053
C -1.854 -1.771 -0.198 -0.081 -0.241 -0.187
C -1.134 -1.182 -1.376 0.550 0.877 -0.409
H -1.253 -1.786 0.739 -0.120 -0.058 0.247
H -0.084 -1.498 -1.423 -0.196 -0.410 0.038
H -1.045 -0.075 -1.281 -0.469 -0.409 0.000
H -1.601 -1.377 -2.338 -0.185 -0.108 0.115
N 0.735 2.142 -0.303 -1.067 -0.908 -1.028
C 1.356 1.128 0.433 1.099 2.681 1.372
N 2.616 1.459 0.987 0.281 -0.913 0.150
N 0.787 0.038 0.792 0.058 -0.590 -0.834
H 1.203 2.313 -1.190 -0.153 -0.367 -0.222
H 0.767 3.049 0.152 0.084 -0.183 0.473
H 3.252 1.687 0.223 0.062 -0.233 -0.021
H 2.593 2.328 1.525 -0.348 -0.260 0.106
H -0.062 -0.312 0.347 -0.043 0.637 0.174
H 1.271 -0.653 1.358 0.347 0.342 0.078
```
Positions in Å, forces in eV/Å.

=====

[2]
Molecular formula: C22H33AsCdNO2S2
Method: DFT, ωB97M-V/def2-TZVPD

Computed properties:
Energy relative to the best compared isomer or geometry (same formula, charge and spin)   0.0 kJ/mol
HOMO-LUMO gap   7.424 eV
Net charge   -1

```
62
Properties=species:S:1:pos:R:3:forces:R:3
Cd 0.375 0.093 0.324 0.077 -0.264 -0.286
C 0.242 3.214 -2.036 -0.004 0.007 0.045
As 1.451 1.767 -2.586 -0.052 0.157 0.092
C 1.350 2.197 -4.501 0.010 -0.063 -0.089
C 3.146 2.700 -2.264 0.001 -0.001 0.093
S 1.560 -1.885 -0.503 -0.043 -0.077 0.111
H 0.603 4.179 -2.397 0.005 -0.020 -0.022
H 0.167 3.240 -0.950 0.028 -0.018 -0.017
H -0.745 3.014 -2.454 0.007 0.018 0.016
H 1.517 3.265 -4.651 -0.005 0.002 -0.027
H 0.367 1.929 -4.888 0.002 -0.003 0.008
H 2.104 1.633 -5.051 -0.006 0.001 -0.003
H 3.127 3.699 -2.704 0.001 0.002 -0.002
H 3.959 2.124 -2.707 0.027 0.006 0.007
H 3.298 2.771 -1.187 -0.012 -0.014 -0.048
C 3.279 -1.393 -0.137 -0.103 0.018 -0.031
C 3.622 -1.160 1.316 0.010 -0.020 -0.030
C 3.020 -1.879 2.344 0.010 -0.012 0.012
C 3.366 -1.646 3.667 0.068 0.002 0.026
C 4.318 -0.686 3.989 -0.040 -0.061 -0.030
C 4.922 0.039 2.972 -0.011 -0.036 -0.042
C 4.574 -0.200 1.648 0.079 -0.017 0.052
H 3.905 -2.199 -0.529 0.045 0.014 0.004
H 3.529 -0.491 -0.699 0.021 0.011 -0.035
H 2.251 -2.598 2.091 0.013 0.013 0.013
H 2.873 -2.204 4.454 -0.003 0.015 -0.008
H 4.572 -0.492 5.023 -0.007 -0.003 0.000
H 5.654 0.802 3.209 -0.005 0.006 -0.005
H 5.034 0.384 0.857 -0.016 0.006 0.006
C -1.565 -0.634 -2.946 -0.059 -0.022 0.026
C -2.974 -0.294 -2.452 0.090 0.038 0.065
C -3.173 1.221 -2.348 -0.001 -0.015 -0.004
C -3.324 -1.015 -1.162 -0.073 -0.072 -0.123
C -4.325 -1.977 -1.197 0.020 0.005 0.019
C -4.719 -2.665 -0.059 0.068 0.049 -0.011
C -4.096 -2.352 1.138 0.030 0.006 -0.008
C -3.087 -1.397 1.229 -0.114 -0.117 0.120
C -2.501 -1.141 2.610 0.100 0.069 -0.082
C -1.174 -1.878 2.826 -0.012 -0.015 -0.051
C -2.398 0.341 2.985 -0.018 -0.027 0.012
C -2.663 -0.725 0.057 0.066 0.146 0.028
O -1.728 0.213 0.085 0.102 0.042 0.065
H -1.363 -0.146 -3.905 0.003 0.006 0.015
H -1.444 -1.711 -3.078 -0.001 0.006 0.000
H -0.813 -0.305 -2.232 0.019 -0.001 -0.048
H -3.678 -0.664 -3.204 -0.027 -0.007 -0.025
H -2.489 1.640 -1.611 -0.024 -0.007 -0.008
H -4.193 1.455 -2.035 0.000 0.005 -0.011
H -2.993 1.699 -3.316 0.000 -0.010 0.006
H -4.806 -2.188 -2.148 -0.004 0.003 0.004
H -5.496 -3.419 -0.103 -0.007 0.011 0.003
H -4.402 -2.862 2.047 -0.004 0.003 0.004
H -3.214 -1.590 3.309 -0.012 -0.012 0.049
H -0.387 -1.541 2.151 -0.011 0.017 -0.016
H -1.300 -2.949 2.653 -0.007 0.012 0.011
H -0.802 -1.723 3.842 -0.018 0.009 -0.004
H -1.741 0.877 2.306 -0.004 0.011 0.050
H -2.007 0.446 4.000 -0.014 -0.009 -0.001
H -3.382 0.814 2.941 0.003 0.001 -0.016
O 1.182 0.685 2.964 -0.020 0.047 -0.012
S 1.932 1.720 2.228 -0.081 0.194 0.021
N 1.683 1.849 0.775 -0.086 -0.031 0.113
```
Positions in Å, forces in eV/Å.

=====

[3]
Molecular formula: C37H30I2OP2SZr
Method: DFT, ωB97M-V/def2-TZVPD

Computed properties:
Energy relative to the best compared isomer or geometry (same formula, charge and spin)   0.0 kJ/mol
HOMO-LUMO gap   4.854 eV
Net charge   +4

```
74
Properties=species:S:1:pos:R:3:forces:R:3
Zr 1.417 0.075 -0.590 0.134 -0.475 -0.123
O 4.154 -0.515 1.854 0.084 0.008 -0.077
S 2.713 -0.360 1.682 -0.148 -0.148 0.062
C 1.879 -1.461 2.795 -0.031 0.050 0.063
C 2.532 -1.818 3.963 0.031 0.022 0.002
C 1.862 -2.634 4.868 -0.027 -0.010 0.005
C 0.569 -3.066 4.603 0.013 -0.003 0.014
C -0.066 -2.713 3.417 -0.044 0.005 -0.027
C 0.597 -1.916 2.489 0.030 0.012 -0.084
P -0.146 -1.530 0.896 0.125 0.072 0.012
C -0.107 -2.977 -0.177 -0.024 0.039 -0.015
C 0.411 -4.206 0.222 0.007 0.001 0.042
C 0.504 -5.244 -0.698 -0.004 -0.015 -0.025
C 0.102 -5.056 -2.016 0.005 -0.010 0.027
C -0.411 -3.828 -2.424 -0.003 0.018 0.002
C -0.514 -2.790 -1.508 -0.006 -0.063 -0.034
C -1.841 -0.998 1.191 0.001 -0.051 -0.010
C -2.044 0.081 2.058 0.002 0.015 0.006
C -3.335 0.467 2.380 0.009 0.018 -0.003
C -4.422 -0.214 1.835 0.001 -0.001 -0.012
C -4.219 -1.276 0.962 -0.013 0.011 0.013
C -2.927 -1.674 0.637 0.012 -0.021 -0.007
C 2.101 1.261 1.986 -0.080 0.005 0.083
C 2.445 2.088 3.039 0.023 -0.012 0.038
C 1.852 3.344 3.079 -0.006 -0.029 -0.035
C 0.948 3.727 2.087 -0.019 0.002 0.005
C 0.638 2.880 1.033 -0.095 0.009 -0.092
C 1.220 1.603 0.933 0.153 0.130 0.204
P -1.028 1.181 -1.606 -0.037 0.036 -0.131
C -2.274 2.283 -1.912 0.049 -0.128 0.110
C -2.222 3.369 -2.848 0.086 0.014 -0.103
C -3.323 4.152 -3.019 -0.029 0.031 -0.004
C -4.496 3.880 -2.282 0.008 -0.009 0.002
C -4.579 2.815 -1.371 -0.027 -0.002 -0.027
C -3.491 2.010 -1.188 0.005 0.014 0.111
C 0.457 1.558 -2.548 -0.066 0.273 -0.133
C 0.927 0.471 -3.339 0.040 0.017 0.126
C 1.961 0.672 -4.241 -0.013 -0.009 -0.012
C 2.556 1.929 -4.348 -0.016 0.030 0.001
C 2.151 2.981 -3.530 0.021 -0.015 -0.043
C 1.108 2.805 -2.632 -0.034 -0.018 -0.019
H 3.539 -1.472 4.161 0.000 -0.007 -0.006
H 2.352 -2.926 5.788 0.005 0.009 -0.002
H 0.052 -3.691 5.319 0.004 -0.002 -0.004
H -1.070 -3.069 3.217 0.007 -0.001 -0.002
H 0.731 -4.365 1.245 0.003 0.005 -0.004
H 0.880 -6.208 -0.381 0.005 0.004 -0.004
H 0.169 -5.874 -2.721 -0.002 0.009 -0.002
H -0.760 -3.698 -3.440 0.005 -0.005 0.001
H -1.010 -1.868 -1.805 0.006 0.051 -0.002
H -1.202 0.592 2.514 0.010 -0.005 -0.004
H -3.497 1.278 3.079 -0.006 -0.008 -0.004
H -5.429 0.070 2.113 0.002 -0.001 -0.001
H -5.064 -1.818 0.559 0.000 0.001 0.004
H -2.781 -2.529 -0.011 0.001 0.000 0.012
H 3.152 1.773 3.797 -0.006 0.013 -0.004
H 2.086 4.029 3.884 0.011 -0.014 0.007
H 0.490 4.706 2.144 -0.001 -0.005 -0.014
H -0.070 3.231 0.288 0.013 0.030 0.002
H -1.322 3.541 -3.424 -0.065 0.023 -0.013
H -3.317 4.973 -3.724 0.015 -0.004 -0.002
H -5.366 4.508 -2.440 -0.002 -0.002 0.009
H -5.501 2.636 -0.835 0.003 -0.009 -0.005
H -3.525 1.171 -0.499 -0.022 0.016 0.013
H 0.423 -0.497 -3.325 -0.038 0.001 0.012
H 2.280 -0.138 -4.885 0.003 -0.005 0.008
H 3.346 2.086 -5.073 0.007 0.003 0.012
H 2.633 3.948 -3.610 0.005 -0.006 -0.003
H 0.781 3.633 -2.014 0.021 -0.003 0.009
I 4.317 0.880 -1.123 -0.031 0.020 -0.030
C 4.914 -1.168 -1.108 -0.002 0.026 -0.024
I 3.175 -2.380 -1.342 -0.037 0.047 0.133
H 5.350 -1.371 -0.136 -0.020 0.003 0.020
H 5.589 -1.342 -1.939 -0.008 0.003 -0.021
```
Positions in Å, forces in eV/Å.

=====

[4]
Molecular formula: C4H6OS2
Method: DFT, ωB97M-V/def2-TZVPD

Computed properties:
Energy relative to the best compared isomer or geometry (same formula, charge and spin)   241.7 kJ/mol
HOMO-LUMO gap   8.417 eV

```
13
Properties=species:S:1:pos:R:3:forces:R:3
C -0.180 0.825 -0.245 0.724 -1.611 0.295
C 0.143 -0.616 0.273 -0.619 -1.653 -3.809
C -0.025 1.945 0.732 1.324 1.786 -2.797
C -0.272 -1.857 -1.151 -0.298 6.005 1.619
O -0.440 0.881 -1.415 -0.281 0.871 -0.124
S 0.020 -1.228 1.908 0.433 0.310 0.218
S 1.815 -0.748 0.897 -0.274 -0.460 0.501
H 0.988 1.892 1.210 -0.810 0.474 -0.716
H -0.679 1.699 1.468 -2.105 -0.302 2.491
H -0.351 2.934 0.206 1.016 -1.679 1.176
H 0.476 -1.492 -1.944 -1.509 -1.036 1.141
H -1.370 -1.469 -1.287 2.245 -1.335 -0.239
H -0.125 -2.765 -0.651 0.154 -1.369 0.243
```
Positions in Å, forces in eV/Å.

=====

[5]
Molecular formula: C25H42Cl2O2P2Tc
Method: DFT, ωB97M-V/def2-TZVPD

Computed properties:
<S²>   3.8192
Energy relative to the best compared isomer or geometry (same formula, charge and spin)   216.3 kJ/mol
Multiplicity   4
HOMO-LUMO gap (alpha / beta)   5.413 / 5.723 eV
Net charge   +2

```
74
Properties=species:S:1:pos:R:3:forces:R:3
Tc 1.378 0.273 -0.294 -3.904 -1.335 1.555
C -0.402 1.443 0.785 -1.034 0.172 -0.359
C -0.475 1.353 -0.680 0.612 0.431 0.748
C -1.612 -0.457 0.257 -0.105 -0.144 -0.903
C -1.109 0.319 1.327 0.600 0.659 -0.276
C -1.285 0.147 -0.963 -0.213 0.704 0.496
C -0.114 2.663 1.593 0.136 0.257 0.304
H 0.373 3.435 1.005 -0.105 0.079 -0.044
H 0.557 2.435 2.428 -0.207 0.028 0.054
H -1.036 3.095 2.012 0.222 -0.176 -0.138
C -1.426 0.094 2.757 0.301 -0.050 0.048
H -0.843 0.753 3.396 0.016 -0.016 0.102
H -1.237 -0.943 3.044 -0.072 0.181 -0.028
H -2.482 0.301 2.947 -0.040 -0.017 -0.080
C -2.483 -1.647 0.399 -0.071 -0.265 -0.016
H -3.501 -1.345 0.666 0.032 0.053 0.024
H -2.128 -2.307 1.190 0.010 -0.002 -0.033
H -2.554 -2.220 -0.529 0.065 0.086 0.120
C -1.889 -0.155 -2.286 0.134 -0.413 -0.343
H -2.977 0.033 -2.295 0.396 -0.025 0.134
H -1.745 -1.212 -2.542 -0.139 0.108 -0.002
H -1.438 0.440 -3.086 -0.131 -0.016 0.177
C -0.504 2.557 -1.583 -0.305 -0.044 -0.208
H -1.551 2.778 -1.816 0.139 0.150 -0.083
H 0.014 2.354 -2.528 -0.137 0.196 0.143
H -0.081 3.455 -1.122 -0.141 -0.273 -0.112
C 5.327 0.400 -0.661 1.077 0.965 0.903
C 5.146 1.754 -0.677 1.524 0.024 0.269
C 5.610 2.620 -1.838 0.006 0.205 0.081
C 5.347 2.081 -3.258 0.491 0.717 -0.029
C 4.201 1.154 -3.436 0.782 -2.054 -1.758
C 4.308 -0.207 -3.385 0.857 1.643 -2.516
C 5.469 -0.976 -2.854 0.294 -0.253 -0.239
C 6.196 -0.315 -1.665 0.167 -0.479 -0.360
H 6.699 2.804 -1.745 -0.493 -0.044 0.204
H 6.277 1.656 -3.667 -0.446 -0.062 0.161
H 5.146 3.615 -1.749 0.246 -0.210 0.054
H 7.002 0.329 -2.056 -0.577 0.083 0.331
H 5.052 -0.167 0.239 0.129 0.190 -0.355
H 5.156 2.347 0.262 -0.407 -0.712 -0.615
H 6.726 -1.118 -1.134 -0.208 0.208 0.045
H 5.117 -1.984 -2.567 0.187 0.338 -0.083
H 3.611 -0.830 -3.962 0.224 0.560 0.596
H 6.196 -1.123 -3.675 -0.206 -0.115 0.361
H 5.136 2.954 -3.892 0.160 -0.204 0.087
H 3.258 1.595 -3.783 0.552 -0.200 -0.093
P 2.797 1.727 0.494 -0.252 -0.680 0.410
C 3.751 1.197 1.945 0.331 0.537 0.435
C 2.727 3.394 -0.188 0.451 0.607 0.059
P 1.494 -0.704 -2.601 0.131 -0.019 0.379
C 2.802 0.068 -1.679 -0.233 1.333 -0.297
C 1.218 0.150 -4.183 -0.438 -0.272 -0.328
C 2.037 -2.440 -2.852 -0.251 0.118 -0.112
H 3.706 0.100 2.066 -0.427 0.405 -0.281
H 3.328 1.682 2.830 0.103 -0.061 0.036
H 4.808 1.460 1.849 -0.211 0.099 0.278
H 3.479 3.466 -0.981 -0.162 0.195 0.326
H 2.935 4.133 0.591 0.040 0.121 -0.170
H 1.762 3.601 -0.667 0.252 -0.302 0.472
H 3.019 -2.485 -3.327 -0.175 0.014 -0.036
H 1.312 -2.949 -3.491 0.020 -0.016 0.105
H 2.095 -2.968 -1.898 -0.186 0.169 -0.015
H 3.580 -0.596 -1.318 0.108 0.157 0.120
H 3.117 1.146 -1.817 -0.651 -2.210 -0.241
H 0.225 -0.128 -4.555 0.203 0.108 0.050
H 1.950 -0.165 -4.931 -0.022 0.051 0.085
H 1.264 1.239 -4.081 -0.105 -0.268 0.121
Cl -0.025 -3.169 2.776 0.590 -0.330 -0.389
C 1.281 -3.552 1.599 0.341 -0.287 0.387
Cl 0.654 -4.387 0.154 0.092 0.067 0.378
C 1.974 -2.261 1.147 0.260 -0.380 0.457
O 3.168 -2.039 1.347 -1.657 0.055 -0.577
O 1.083 -1.506 0.559 1.680 -0.171 0.169
H 1.996 -4.202 2.107 -0.248 0.030 -0.146
```
Positions in Å, forces in eV/Å.

=====

[6]
Molecular formula: C4H2BrO3S2
Method: DFT, ωB97M-V/def2-TZVPD

Computed properties:
HOMO-LUMO gap (alpha / beta)   6.406 / 6.398 eV
Net charge   -1

```
12
Properties=species:S:1:pos:R:3:forces:R:3
C 1.573 0.027 -0.197 -3.952 1.884 0.584
C 1.125 1.314 0.220 1.494 -2.207 -0.043
C 0.705 -1.039 -0.517 -0.909 -1.799 -0.062
C -1.213 0.723 -0.143 -1.416 0.018 -0.007
O -2.073 -1.394 -0.588 1.452 -3.791 -0.665
O 0.793 -2.119 -1.082 1.998 -0.369 -0.869
O -0.973 -1.091 1.672 1.027 -1.787 -2.326
S -0.327 2.001 0.676 0.161 -1.454 -1.175
S -0.906 -0.996 0.168 -4.032 6.041 4.304
Br -3.203 0.766 0.110 0.367 1.745 0.271
H 2.550 -0.130 -0.449 2.500 -0.037 -0.634
H 1.948 1.937 0.130 1.311 1.755 0.622
```
Positions in Å, forces in eV/Å.

=====

no.,calculated total energy (eV)
1,-9783.00348
2,-116010.81416
3,-87756.40340
4,-27960.77386
5,-76501.10092
6,-102032.69896